Formula: C5H12NO
Source: the OMol25 dataset
Level of theory: wB97M-V/def2-TZVPD

Cartesian coordinates (Å):
C: 1.746 0.477 -1.139
N: 0.426 -0.149 -1.191
C: 0.285 -1.117 -0.042
C: -0.266 -0.503 1.243
C: -1.871 -0.339 1.258
O: -2.356 -0.247 2.500
C: 1.753 1.562 -2.235
H: 1.921 1.045 -0.207
H: 2.577 -0.183 -1.366
H: -0.349 0.499 -1.148
H: -0.490 -1.812 -0.382
H: 1.282 -1.544 0.072
H: 0.052 -1.213 2.020
H: 0.180 0.457 1.535
H: -2.060 0.638 0.721
H: -2.408 -1.015 0.529
H: 1.794 1.142 -3.270
H: 0.845 2.160 -2.098
H: 2.565 2.284 -2.312

The energy above the lowest of the compared OMol25 structures with the same formula, charge and spin comes out at 15.7 kcal per mole. The maximum force comes out at 2.68 eV/Å. As for the total energy: -327.50904 hartree. Its HOMO-LUMO gap (alpha / beta) is 2.98 / 6.63 eV. As for the charge: -2. Its multiplicity is 2.

---

Formula: C20H32EuN6O7
Source: the OMol25 dataset
Level of theory: wB97M-V/def2-TZVPD

Cartesian coordinates (Å):
O: 3.627 -0.827 -2.270
H: 4.519 -1.463 -1.783
Eu: 1.022 0.214 -1.117
N: 2.741 1.652 -0.003
N: 2.546 -0.729 0.754
N: -0.131 -0.523 -3.302
N: 0.473 -2.214 -1.517
O: 2.725 2.834 -0.486
O: -0.299 0.390 -4.208
O: 0.778 -3.141 -0.532
O: 2.501 -2.011 0.986
C: 3.417 0.014 1.501
C: 3.519 1.366 1.088
C: -0.635 -1.757 -3.528
C: -0.273 -2.714 -2.522
C: 4.351 2.373 1.787
H: 5.408 2.071 1.800
H: 4.033 2.478 2.836
H: 4.262 3.344 1.292
C: 4.184 -0.531 2.653
H: 5.265 -0.411 2.491
H: 3.955 -1.592 2.784
H: 3.928 0.010 3.576
C: -1.476 -2.114 -4.701
C: -0.700 -4.140 -2.624
H: -1.635 -1.236 -5.331
H: -2.449 -2.506 -4.375
H: -0.999 -2.907 -5.293
H: -0.287 -4.720 -1.795
H: -0.357 -4.578 -3.573
H: -1.797 -4.224 -2.605
H: 0.604 1.471 -3.460
H: 1.488 -2.669 0.062
C: 5.275 -2.013 -2.521
H: 5.716 -1.267 -3.184
H: 4.702 -2.701 -3.146
H: 6.056 -2.546 -1.977
O: 1.154 1.728 -2.634
H: 3.999 0.060 -2.439
H: 1.515 2.630 -2.669
C: -4.757 0.622 2.805
N: -3.569 0.087 2.177
N: -2.672 0.889 1.562
C: -1.772 0.122 0.864
O: -0.820 0.633 0.200
C: -2.183 -1.228 1.075
C: -3.310 -1.198 1.862
C: -4.161 -2.304 2.350
C: -2.675 2.305 1.693
C: -2.742 2.889 2.960
C: -2.775 4.279 3.072
C: -2.717 5.077 1.920
C: -2.605 4.480 0.658
C: -2.567 3.092 0.541
H: -4.503 1.221 3.684
H: -5.362 -0.230 3.127
H: -5.349 1.239 2.114
H: -1.681 -2.083 0.657
H: -4.285 -2.287 3.443
H: -5.160 -2.303 1.889
H: -3.678 -3.253 2.085
H: -2.769 2.253 3.848
H: -2.847 4.731 4.062
H: -2.752 6.166 2.008
H: -2.548 5.093 -0.243
H: -2.465 2.605 -0.430

The energy above the lowest of the compared OMol25 structures with the same formula, charge and spin comes out at 16.6 kcal per mole. The maximum force comes out at 3.76 eV/Å. As for the total energy: -2346.25607 hartree. Its HOMO-LUMO gap (alpha / beta) is 5.28 / 7.30 eV. As for the charge: +1. Its multiplicity is 7.

---

Formula: C4H8O
Source: the OMol25 dataset
Level of theory: wB97M-V/def2-TZVPD

Cartesian coordinates (Å):
O: 1.100 -0.391 0.088
C: 1.697 1.030 0.916
C: -0.049 -0.062 -0.691
C: -1.252 0.476 -0.016
C: -1.265 -0.924 -0.591
H: 0.839 -1.014 0.782
H: 2.571 1.140 0.241
H: 2.131 0.443 1.756
H: 0.278 0.334 -1.644
H: -1.172 0.592 1.060
H: -1.809 1.264 -0.512
H: -1.246 -1.757 0.110
H: -1.822 -1.131 -1.500

The energy above the lowest of the compared OMol25 structures with the same formula, charge and spin comes out at 121.9 kcal per mole. The maximum force comes out at 0.48 eV/Å. As for the total energy: -232.25143 hartree. Its HOMO-LUMO gap is 8.32 eV.

---

Formula: C36H78N9O6
Source: the OMol25 dataset
Level of theory: wB97M-V/def2-TZVPD

Cartesian coordinates (Å):
C: 1.134 -2.167 0.548
C: 0.572 -1.038 -0.361
C: -0.793 -0.764 -0.033
N: -1.165 0.611 -0.667
C: -0.907 0.620 -2.114
C: -0.584 1.818 -0.029
C: -1.569 2.998 -0.047
C: -2.947 2.428 -0.497
C: -2.756 0.911 -0.428
H: 0.983 -1.940 1.710
H: 2.290 -2.287 0.335
H: 0.778 -3.088 0.281
H: 0.801 -1.274 -1.337
H: 1.357 -0.092 -0.192
H: -0.921 -0.911 1.067
H: -1.432 -1.459 -0.581
H: -1.161 1.517 -2.348
H: -1.641 -0.130 -2.655
H: 0.213 0.851 -2.371
H: 0.516 1.915 -0.486
H: -0.340 1.478 1.050
H: -1.235 3.810 -0.683
H: -1.390 3.433 0.899
H: -3.394 2.757 -1.522
H: -3.490 2.788 0.021
H: -3.523 0.649 -1.150
H: -2.891 0.356 0.437
C: -2.205 -7.054 -0.576
C: -1.306 -5.959 -1.109
N: -0.561 -5.027 -1.415
H: -2.874 -6.543 0.078
H: -2.505 -7.182 -1.666
H: -1.637 -7.882 -0.190
C: -5.385 5.707 -0.665
C: -6.380 5.000 0.200
N: -7.204 4.590 0.933
H: -5.072 4.960 -1.483
H: -5.872 6.588 -1.099
H: -4.417 6.069 -0.364
C: 2.234 -4.270 5.266
C: 2.769 -3.330 4.346
N: 3.101 -2.494 3.574
H: 2.713 -4.095 6.391
H: 1.152 -4.226 5.496
H: 2.737 -5.039 4.859
C: 3.604 -3.823 -2.601
C: 5.080 -3.919 -2.907
N: 6.205 -3.979 -3.208
H: 2.982 -4.017 -3.471
H: 3.246 -4.693 -2.003
H: 3.381 -2.891 -1.982
C: 5.037 -0.913 1.174
C: 4.670 -0.777 -0.256
N: 4.457 -0.728 -1.389
H: 5.823 -0.372 1.490
H: 4.159 -0.612 1.853
H: 5.148 -1.819 1.669
C: -2.530 -2.134 5.141
C: -1.195 -2.128 4.416
N: -0.175 -2.270 3.950
H: -2.630 -2.864 5.763
H: -2.639 -1.253 5.632
H: -3.291 -2.109 4.535
C: 3.086 3.029 -1.580
C: 2.773 1.941 -2.641
N: 2.443 1.134 -3.468
H: 3.826 3.728 -2.130
H: 2.187 3.170 -0.996
H: 3.818 2.468 -0.830
C: 1.965 -0.560 -5.920
C: 0.499 -0.709 -5.430
N: -0.607 -0.640 -4.992
H: 2.751 -1.023 -5.319
H: 1.885 -1.110 -6.900
H: 2.037 0.457 -6.095
C: -1.179 2.697 -5.703
C: -0.455 3.475 -4.595
O: -1.386 4.198 -3.800
H: -0.532 2.175 -6.110
H: -1.793 3.259 -6.484
H: -1.889 2.167 -5.038
H: 0.176 4.229 -4.976
H: 0.119 2.761 -3.999
H: -0.969 5.042 -3.677
C: 3.556 -5.560 1.397
C: 4.510 -6.202 0.384
O: 5.353 -7.201 1.079
H: 3.042 -4.629 0.988
H: 4.229 -5.225 2.244
H: 2.847 -6.191 1.929
H: 5.110 -5.680 -0.209
H: 3.697 -6.465 -0.322
H: 6.075 -6.629 1.577
C: 1.179 0.923 3.861
C: 1.477 2.321 3.284
O: 1.884 2.187 2.049
H: 0.385 0.532 3.068
H: 0.477 1.013 4.857
H: 2.053 0.200 3.952
H: 2.132 2.719 4.032
H: 0.585 2.911 3.359
H: 2.503 2.890 1.803
C: -3.059 -3.876 1.921
C: -3.906 -3.072 1.068
O: -4.070 -1.806 1.638
H: -3.669 -4.156 2.856
H: -2.232 -3.404 2.279
H: -2.804 -4.731 1.393
H: -4.995 -3.458 0.834
H: -3.449 -2.862 0.034
H: -4.871 -1.265 1.478
C: -0.278 7.211 -4.008
C: 0.067 7.163 -2.557
O: 0.015 5.841 -2.074
H: -1.267 7.071 -4.058
H: 0.248 6.428 -4.445
H: 0.014 8.153 -4.466
H: -0.519 7.797 -2.076
H: 1.217 7.609 -2.502
H: 0.328 5.699 -1.138
C: -2.491 1.841 4.886
C: -2.439 2.116 3.280
O: -3.762 2.541 2.810
H: -2.620 2.891 5.281
H: -1.244 1.657 5.117
H: -3.338 1.126 5.301
H: -1.946 1.165 2.693
H: -1.919 2.988 3.189
H: -3.982 3.227 3.390

The energy above the lowest of the compared OMol25 structures with the same formula, charge and spin comes out at 38.4 kcal per mole. The maximum force comes out at 19.33 eV/Å. As for the total energy: -2361.77645 hartree. Its HOMO-LUMO gap is 9.64 eV. As for the charge: +1.

---

Formula: C17H18N4O4S2
Source: the OMol25 dataset
Level of theory: wB97M-V/def2-TZVPD

Cartesian coordinates (Å):
O: 0.756 2.153 1.383
O: -3.046 -2.471 2.622
N: 1.329 1.610 -2.632
N: -0.170 -4.976 4.125
O: -0.428 -5.480 5.410
O: 2.901 6.003 -5.678
S: 1.329 3.796 -1.103
S: 0.035 -1.689 0.488
C: 0.625 1.087 0.792
C: -2.021 -2.742 1.996
C: 1.141 2.054 -1.412
C: -1.231 -4.394 3.678
C: -2.297 -4.528 4.626
C: -1.737 -5.212 5.655
C: 1.986 2.615 -4.784
C: 2.408 3.724 -5.491
C: 2.200 5.091 -3.512
C: 1.703 2.697 -3.420
C: 2.498 4.986 -4.886
C: 1.796 3.937 -2.792
N: 0.839 1.025 -0.564
N: -1.113 -3.649 2.521
C: 2.327 7.268 -5.297
C: -2.500 -5.634 6.870
C: 0.369 -0.212 1.564
C: -2.194 -2.963 -0.496
C: -1.758 -2.071 0.677
H: -3.319 -4.144 4.559
H: 1.962 1.642 -5.245
H: 2.648 3.586 -6.557
H: 2.321 6.022 -2.989
H: 0.875 0.089 -0.979
H: -0.208 -3.709 2.030
H: 2.275 7.904 -6.155
H: 1.297 7.102 -4.922
H: 2.894 7.723 -4.473
H: -2.545 -6.717 6.947
H: -3.474 -5.185 6.995
H: -1.953 -5.289 7.740
H: 1.283 -0.379 2.150
H: -0.470 -0.065 2.241
H: -2.107 -2.386 -1.391
H: -1.621 -3.901 -0.588
H: -3.278 -3.172 -0.377
H: -2.325 -1.144 0.670

The energy above the lowest of the compared OMol25 structures with the same formula, charge and spin comes out at 45.7 kcal per mole. The maximum force comes out at 2.84 eV/Å. As for the total energy: -1974.95196 hartree. Its HOMO-LUMO gap is 8.61 eV. As for the SMILES: COc1ccc2nc(NC(=O)CS[C@@H](C)C(=O)Nc3cc(C)on3)sc2c1.

---

Formula: CH19O11V
Source: the OMol25 dataset
Level of theory: wB97M-V/def2-TZVPD

Cartesian coordinates (Å):
O: 0.899 0.809 -0.397
V: 0.134 -0.370 0.280
O: -1.389 -0.256 -0.224
C: 1.163 0.918 2.899
O: 0.027 0.620 2.174
H: 1.523 0.027 3.435
H: 2.015 1.275 2.272
H: 1.059 1.805 3.537
O: 2.462 -1.014 0.663
H: 2.901 -0.442 1.308
H: 3.174 -1.427 0.166
O: 0.627 -1.906 -1.253
H: 0.384 -1.796 -2.179
H: 1.276 -2.616 -1.239
O: -4.455 -0.468 0.888
H: -4.971 -1.147 1.334
H: -3.686 -0.328 1.455
O: 2.629 2.218 -3.479
H: 2.348 2.103 -2.564
H: 2.345 1.419 -3.931
O: -1.192 2.112 -2.459
H: -0.591 1.631 -3.033
H: -0.632 2.457 -1.764
O: -0.160 -2.209 1.538
H: -0.935 -2.731 1.252
H: 0.502 -2.857 1.800
O: -2.924 -3.055 0.580
H: -3.260 -2.301 0.070
H: -3.629 -3.708 0.556
O: 1.108 3.720 -1.447
H: 0.477 4.446 -1.416
H: 0.772 3.068 -0.821

The energy above the lowest of the compared OMol25 structures with the same formula, charge and spin comes out at 0.0 kcal per mole. The maximum force comes out at 3.74 eV/Å. As for the total energy: -1821.13183 hartree. Its HOMO-LUMO gap is 7.70 eV.

---

Formula: C4H9NO
Source: the OMol25 dataset
Level of theory: wB97M-V/def2-TZVPD

Cartesian coordinates (Å):
C: -1.328 0.436 0.418
C: -0.888 -0.204 -0.838
N: 0.366 0.387 -1.341
C: 0.400 -0.890 -0.599
C: 0.804 -0.742 0.813
O: 1.207 1.277 1.191
H: -1.949 -0.206 1.048
H: 0.211 1.234 1.243
H: -1.774 1.428 0.292
H: -1.563 -0.605 -1.598
H: 0.466 0.180 -2.333
H: 0.781 -1.751 -1.151
H: 1.858 -0.873 1.052
H: 0.126 -1.097 1.577
H: 1.282 1.427 0.225

The energy above the lowest of the compared OMol25 structures with the same formula, charge and spin comes out at 144.3 kcal per mole. The maximum force comes out at 0.76 eV/Å. As for the total energy: -287.60242 hartree. Its HOMO-LUMO gap (alpha / beta) is 8.24 / 7.07 eV.

---

Formula: C20H19F4O2S
Source: the OMol25 dataset
Level of theory: wB97M-V/def2-TZVPD

Cartesian coordinates (Å):
C: 4.782 -3.070 -1.041
C: 4.760 -1.869 -2.015
C: 3.362 -1.323 -2.381
C: 2.448 -1.009 -1.177
C: 1.418 -2.088 -0.795
S: 0.440 -2.751 -2.167
F: 0.478 -1.783 -3.367
C: 1.318 -4.279 -2.809
F: 1.848 -4.055 -3.961
F: 0.415 -5.197 -2.929
F: 2.207 -4.666 -1.964
H: 5.666 -2.965 -0.412
H: 3.935 -3.112 -0.355
H: 4.847 -4.006 -1.591
H: 5.231 -2.210 -2.938
H: 5.373 -1.049 -1.641
H: 2.917 -1.985 -3.130
H: 3.532 -0.374 -2.894
H: 1.964 -0.042 -1.285
H: 3.109 -0.902 -0.311
H: 0.697 -1.612 -0.119
H: 1.831 -2.928 -0.230
C: -0.401 5.017 2.800
C: 0.548 4.123 2.314
C: 0.147 2.925 1.748
C: -1.205 2.608 1.675
C: -2.155 3.497 2.184
C: -1.749 4.704 2.736
C: -3.604 3.157 2.160
O: -4.430 3.927 2.597
C: -4.013 1.843 1.592
C: -5.354 1.482 1.610
C: -5.752 0.269 1.074
C: -4.813 -0.586 0.508
C: -3.474 -0.234 0.492
C: -3.066 0.977 1.041
C: -1.623 1.329 1.049
O: -0.794 0.579 0.555
H: -0.086 5.957 3.235
H: 1.601 4.365 2.376
H: 0.885 2.234 1.366
H: -2.486 5.397 3.119
H: -6.086 2.148 2.047
H: -6.797 -0.012 1.094
H: -5.127 -1.531 0.083
H: -2.744 -0.902 0.056

The maximum force comes out at 2.09 eV/Å. As for the total energy: -1721.34804 hartree. Its HOMO-LUMO gap is 6.75 eV. As for the charge: +1.

---

Formula: C17H56F6N16O11P
Source: the OMol25 dataset
Level of theory: wB97M-V/def2-TZVPD

Cartesian coordinates (Å):
P: -0.191 -0.449 1.040
F: -0.907 0.956 1.387
F: 1.237 0.379 1.150
F: -0.062 -0.711 2.658
F: 0.675 -1.818 0.884
F: -1.551 -1.250 0.937
F: -0.161 -0.126 -0.533
C: -4.382 -0.238 -1.339
O: -4.332 -0.509 -0.142
N: -5.133 -0.940 -2.244
N: -3.569 0.696 -1.907
H: -5.320 -0.600 -3.166
H: -5.745 -1.618 -1.826
H: -3.515 0.892 -2.888
H: -3.093 1.349 -1.297
C: -0.982 2.173 4.848
O: -1.402 2.815 3.879
N: -0.189 1.077 4.739
N: -1.296 2.546 6.123
H: -0.137 0.472 5.540
H: 0.032 0.648 3.844
H: -1.731 3.395 6.421
H: -1.042 1.886 6.837
C: 0.308 -5.200 0.724
O: 0.245 -6.433 0.724
N: 0.147 -4.448 1.857
N: 0.595 -4.525 -0.433
H: 0.439 -3.492 1.741
H: 0.226 -4.998 2.692
H: 0.476 -3.533 -0.320
H: 0.389 -5.103 -1.228
C: 2.641 -2.353 -2.712
O: 1.627 -3.033 -2.824
N: 2.887 -1.506 -1.668
N: 3.592 -2.267 -3.704
H: 2.213 -1.497 -0.921
H: 3.765 -1.046 -1.517
H: 3.607 -2.933 -4.449
H: 4.272 -1.542 -3.582
C: -1.608 3.431 -1.215
O: -2.092 4.363 -1.840
N: -2.101 2.964 -0.022
N: -0.625 2.604 -1.701
H: -2.830 3.461 0.457
H: -1.533 2.307 0.508
H: -0.324 2.778 -2.644
H: -0.342 1.783 -1.199
C: -3.915 -2.575 3.559
O: -4.616 -3.309 4.255
N: -2.583 -2.409 3.883
N: -4.341 -1.979 2.426
H: -2.213 -3.040 4.562
H: -2.093 -1.660 3.428
H: -5.274 -2.166 2.114
H: -3.732 -1.467 1.814
C: -2.453 -3.571 -1.996
O: -2.542 -4.593 -2.662
N: -1.378 -2.734 -2.001
N: -3.431 -3.186 -1.108
H: -1.409 -1.774 -1.711
H: -0.547 -3.058 -2.472
H: -4.200 -3.804 -0.931
H: -3.386 -2.375 -0.517
C: -5.064 1.928 2.471
O: -6.209 1.661 2.113
N: -4.859 2.831 3.494
N: -3.922 1.418 1.939
H: -3.919 3.109 3.734
H: -5.611 3.410 3.808
H: -3.069 1.686 2.407
H: -3.960 0.648 1.279
C: 2.665 0.770 -5.744
C: 1.226 1.039 -5.355
C: 0.885 0.530 -3.966
O: 0.970 2.441 -5.340
H: 3.259 1.394 -5.071
H: 2.878 1.146 -6.752
H: 2.992 -0.268 -5.755
H: 0.498 0.663 -6.085
H: 0.872 -0.562 -4.002
H: -0.153 0.808 -3.771
H: 1.504 0.867 -3.136
H: 1.155 2.862 -6.184
C: 3.125 3.499 -2.412
C: 3.424 2.898 -1.045
C: 2.573 3.325 0.129
O: 3.319 1.457 -1.144
H: 3.579 4.490 -2.528
H: 2.076 3.667 -2.678
H: 3.533 2.894 -3.223
H: 4.479 3.113 -0.864
H: 3.159 3.126 1.028
H: 1.634 2.779 0.222
H: 2.343 4.393 0.142
H: 2.370 1.289 -1.105
C: 5.437 -0.164 1.314
C: 4.333 -0.298 2.341
C: 4.929 -0.584 3.712
O: 3.653 0.958 2.392
H: 6.149 -0.990 1.261
H: 6.021 0.730 1.553
H: 5.041 0.029 0.314
H: 3.612 -1.060 2.027
H: 4.187 -0.704 4.502
H: 5.499 0.311 3.971
H: 5.540 -1.487 3.696
H: 2.781 0.838 1.999

The maximum force comes out at 2.53 eV/Å. As for the total energy: -3326.33474 hartree. Its HOMO-LUMO gap is 9.09 eV. As for the charge: -1.

---

Formula: CH2OS2
Source: the OMol25 dataset
Level of theory: wB97M-V/def2-TZVPD

Cartesian coordinates (Å):
C: -0.414 -0.085 -0.356
H: 0.424 -0.219 1.923
H: 1.703 -0.418 0.469
O: -1.279 0.042 -1.158
S: -0.690 0.486 1.365
S: 1.352 -0.436 -0.803

The energy above the lowest of the compared OMol25 structures with the same formula, charge and spin comes out at 9.1 kcal per mole. The maximum force comes out at 2.16 eV/Å. As for the total energy: -910.90102 hartree. Its HOMO-LUMO gap is 10.31 eV. As for the SMILES: O=C(S)S.